192
Properties=species:S:1:pos:R:3:mulliken_charge:R:1 method="wB97M-V/def2-TZVPD" e_lumo_ev=0.565 orbital_gap_ha=0.3278 total_energy_ev=-96392.5432 molar_mass_g_mol=1065.528
C 2.553 0.091 -2.986 -0.0835
O 3.270 -0.746 -3.868 -0.4801
C 2.602 -1.952 -4.090 0.4369
C 3.432 -2.815 -5.027 -0.9844
N 2.667 -4.031 -5.334 -0.0140
C 3.431 -5.012 -6.131 -0.7171
C 4.681 -5.502 -5.419 -0.2111
O 5.216 -6.671 -5.999 -0.4230
C 5.831 -6.465 -7.254 -0.7129
H 3.135 0.980 -2.761 0.3287
H 2.345 -0.427 -2.040 0.0104
H 1.592 0.372 -3.428 0.0521
H 1.624 -1.761 -4.571 0.0681
H 2.392 -2.509 -3.168 -0.2917
H 4.323 -3.124 -4.477 0.3540
H 3.756 -2.257 -5.913 0.3517
H 1.944 -3.729 -5.985 0.2330
H 3.760 -4.555 -7.079 0.5946
H 2.779 -5.848 -6.383 0.2556
H 4.428 -5.790 -4.393 0.0603
H 5.446 -4.720 -5.353 0.3604
H 6.704 -5.812 -7.140 0.2945
H 5.164 -6.004 -7.994 0.2951
H 6.092 -7.440 -7.655 0.2839
C 2.663 0.187 1.640 -0.7023
O 1.697 -0.167 0.694 0.0163
C 1.108 -1.429 1.003 -0.1208
C 0.322 -1.877 -0.212 0.2413
N -0.758 -0.966 -0.601 0.4091
C -1.898 -1.065 0.316 -0.2508
C -2.877 0.052 0.044 -0.3323
O -2.160 1.273 0.136 0.5136
C -2.960 2.395 0.331 -1.1371
H 2.212 0.202 2.646 0.0626
H 3.009 1.204 1.450 0.3734
H 3.535 -0.476 1.665 0.2781
H 0.415 -1.262 1.838 -0.0732
H 1.890 -2.148 1.258 0.3833
H -0.084 -2.874 -0.007 0.4206
H 1.003 -2.032 -1.052 -1.2585
H -0.392 -0.032 -0.411 -0.2279
H -1.618 -0.998 1.377 -0.1098
H -2.443 -2.001 0.161 0.5893
H -3.689 0.038 0.778 -0.0138
H -3.320 -0.035 -0.958 0.1478
H -3.806 2.502 -0.365 0.3653
H -2.405 3.323 0.172 0.0774
H -3.340 2.453 1.361 0.3333
C -2.790 -8.109 -2.308 -0.7730
O -1.884 -7.064 -2.503 -0.2193
C -0.964 -7.313 -3.559 -0.6638
C -0.255 -6.031 -3.951 -0.6183
N 1.030 -5.850 -3.318 -0.1686
C 1.022 -5.280 -1.997 -0.3126
C 2.451 -5.054 -1.567 -0.3349
O 2.483 -4.373 -0.344 -0.2026
C 3.729 -4.299 0.252 -1.0355
H -2.328 -8.971 -1.805 0.3005
H -3.237 -8.444 -3.252 0.3154
H -3.587 -7.745 -1.659 0.2137
H -1.528 -7.697 -4.422 0.5065
H -0.247 -8.080 -3.245 0.3238
H -0.937 -5.181 -3.788 0.2903
H -0.095 -6.054 -5.032 0.3962
H 1.704 -5.383 -3.913 0.1406
H 0.591 -6.004 -1.293 0.3582
H 0.432 -4.357 -1.884 0.0538
H 2.999 -4.470 -2.333 -0.2344
H 3.002 -6.007 -1.555 0.5091
H 4.115 -5.275 0.598 0.3753
H 3.673 -3.702 1.165 0.3406
H 4.511 -3.878 -0.397 0.3505
C -1.179 0.719 -3.956 -0.1135
O -2.136 1.631 -4.454 -0.5454
C -2.882 2.175 -3.395 1.4146
C -3.851 3.192 -3.959 -1.1679
N -4.330 4.102 -2.945 -0.2137
C -3.322 5.055 -2.499 0.2763
C -3.880 5.977 -1.454 -0.9355
O -2.820 6.783 -0.952 -0.1451
C -3.232 7.639 0.089 -0.8809
H -0.590 0.287 -4.764 0.2731
H -1.647 -0.067 -3.358 0.2484
H -0.458 1.273 -3.338 -0.1621
H -2.201 2.644 -2.676 -0.6512
H -3.451 1.410 -2.848 -0.1047
H -4.716 2.657 -4.369 0.3911
H -3.432 3.684 -4.853 0.3422
H -5.182 4.568 -3.219 0.2798
H -2.933 5.646 -3.347 0.3734
H -2.462 4.514 -2.103 -0.4869
H -4.370 5.427 -0.643 0.3841
H -4.610 6.662 -1.915 0.4364
H -4.271 7.966 -0.050 0.4194
H -2.583 8.512 0.059 0.1571
H -3.197 7.143 1.065 0.3069
C -1.768 1.409 10.926 -0.7627
O -1.405 0.961 9.647 -0.3046
C -0.665 -0.242 9.671 -0.5555
C -0.779 -0.927 8.340 -0.6570
N -0.452 -0.001 7.263 -0.2346
C -0.904 -0.461 5.970 -0.9593
C -0.667 0.555 4.900 0.3243
O -1.599 1.596 5.010 -0.4508
C -1.351 2.640 4.108 -0.4068
H -0.890 1.686 11.524 0.2954
H -2.352 0.659 11.471 0.3010
H -2.372 2.307 10.804 0.2465
H -1.014 -0.907 10.475 0.4411
H 0.377 -0.018 9.947 0.3188
H -1.812 -1.303 8.237 0.2954
H -0.107 -1.788 8.314 0.3042
H -0.896 0.879 7.505 0.3229
H -1.972 -0.756 5.963 0.4321
H -0.403 -1.407 5.733 0.4212
H -0.741 0.089 3.900 -0.0764
H 0.367 0.932 4.937 0.0752
H -2.090 3.420 4.279 0.3039
H -1.394 2.310 3.062 -0.0417
H -0.359 3.083 4.281 0.3422
C 0.079 3.625 -1.204 -0.2532
O 1.362 4.167 -1.406 -0.4048
C 1.324 5.465 -1.960 -0.7780
C 0.564 6.495 -1.124 0.1648
N 0.702 7.822 -1.733 -0.2942
C 0.566 8.884 -0.742 -0.1387
C 0.705 10.238 -1.396 -0.5377
O 0.873 11.209 -0.395 -0.3156
C 1.157 12.475 -0.927 -0.7240
H -0.468 4.211 -0.462 0.2954
H 0.171 2.607 -0.828 -0.1320
H -0.473 3.586 -2.151 0.2892
H 0.917 5.428 -2.984 0.2947
H 2.350 5.823 -2.036 0.3473
H 1.054 6.513 -0.146 0.2733
H -0.486 6.223 -0.984 -0.1970
H -0.078 7.933 -2.374 0.3302
H 1.304 8.787 0.054 0.3342
H -0.418 8.867 -0.239 -0.1295
H -0.168 10.491 -2.019 0.3248
H 1.568 10.242 -2.080 0.3742
H 0.939 13.243 -0.186 0.2549
H 0.548 12.692 -1.814 0.3056
H 2.217 12.551 -1.201 0.2760
C -7.369 -4.632 -3.356 -0.6406
O -8.354 -4.449 -2.371 -0.3596
C -7.813 -4.230 -1.077 -0.3223
C -7.337 -2.812 -0.878 -0.5405
N -6.858 -2.618 0.486 -0.3593
C -6.464 -1.251 0.739 -0.2533
C -5.920 -1.120 2.142 -0.8068
O -4.698 -1.843 2.205 -0.0965
C -4.257 -2.030 3.514 -1.0550
H -6.911 -5.624 -3.274 0.2487
H -6.574 -3.876 -3.325 0.2840
H -7.827 -4.523 -4.339 0.2623
H -7.030 -4.977 -0.878 0.2741
H -8.616 -4.434 -0.368 0.3070
H -8.189 -2.143 -1.031 0.2387
H -6.577 -2.497 -1.610 0.2487
H -6.069 -3.228 0.668 0.2555
H -7.318 -0.579 0.631 0.4366
H -5.680 -0.886 0.052 0.0383
H -6.633 -1.527 2.870 0.5663
H -5.703 -0.082 2.431 0.3313
H -4.913 -2.706 4.083 0.4052
H -4.165 -1.103 4.097 0.3811
H -3.270 -2.497 3.487 0.2516
C 7.526 -2.933 1.203 -0.4734
O 7.675 -1.835 2.056 -0.3454
C 7.435 -0.604 1.408 -0.1577
C 7.942 0.496 2.318 -0.8675
N 7.098 0.689 3.501 -0.4333
C 5.944 1.524 3.243 -0.3787
C 4.929 1.365 4.349 -0.7193
O 4.480 0.031 4.351 -0.1846
C 3.517 -0.241 5.356 -0.5835
H 7.863 -3.833 1.718 0.2752
H 8.149 -2.833 0.304 0.3442
H 6.479 -3.086 0.909 0.0057
H 6.359 -0.480 1.213 0.0228
H 7.939 -0.593 0.431 0.5400
H 8.001 1.450 1.789 0.4137
H 8.964 0.234 2.605 0.3124
H 6.784 -0.227 3.805 0.2885
H 5.441 1.349 2.281 0.2552
H 6.263 2.572 3.272 0.3291
H 4.118 2.082 4.130 0.3397
H 5.362 1.637 5.319 0.5051
H 2.586 0.253 5.055 -0.0084
H 3.804 0.159 6.333 0.3695
H 3.403 -1.319 5.405 0.2669